(1)
Computed, not measured: 8 unconnected molecules or ions with the total composition C18H54ClN8O7, with ωB97M-V with the def2-TZVPD basis set.

Structure (ORCA input):
```
! RIJCOSX wB97M-V def2-TZVPD def2/J DEFGRID3
* xyz -1 1
H 0.46 5.76 1.43
H -0.95 0.39 1.58
H -0.09 -5.10 -4.44
H 3.53 2.29 3.24
H 2.79 2.99 -0.83
H -2.56 -0.10 -0.45
H -1.04 -6.13 -5.45
H 3.36 -0.67 0.87
C 3.01 0.23 2.75
H -3.89 -4.35 2.96
H 1.64 1.65 2.19
H -2.26 0.08 2.30
H -4.43 -3.54 0.88
H 0.10 -5.08 -6.23
H 3.82 6.29 -1.97
H -3.10 -2.35 -3.23
C 3.52 2.04 5.92
H 4.38 1.59 6.41
C 1.18 2.37 -4.01
H -2.08 -4.03 6.13
C -4.40 0.37 0.33
O -1.38 0.47 2.44
H 0.30 -1.02 -4.08
H 2.42 1.42 -2.75
N 0.72 3.12 0.92
H -0.15 -3.05 -3.58
H 2.02 6.28 0.78
H 3.30 3.44 0.82
H -5.86 0.62 -1.08
H 0.71 1.08 -2.45
H -2.30 -2.35 -5.68
H -0.83 -3.77 1.24
C -2.45 -4.49 5.22
H -2.40 -3.83 -2.65
N -1.14 -2.86 1.59
C -2.17 -2.78 -2.86
H -3.74 0.44 -1.63
H -1.74 -5.28 4.94
H 2.19 5.75 -1.74
H 3.87 1.01 0.92
H -0.28 3.13 0.72
N 2.30 2.93 -4.59
Cl 0.09 -0.18 -0.57
C 1.36 4.23 0.21
C -3.38 -3.33 0.64
C 3.56 1.30 3.71
O 0.05 2.64 -4.40
H 1.96 5.11 2.09
C 3.22 5.39 -1.82
H 2.73 2.37 6.60
C -2.85 -4.01 2.94
O -2.54 -3.52 4.23
N -3.50 0.18 -0.70
H 3.24 2.68 -4.36
H 4.88 -0.23 1.70
H 2.20 3.61 -5.31
O -1.69 -4.23 -5.44
H 1.04 2.31 0.39
O -4.09 0.23 1.51
H -3.04 -2.03 2.17
C -1.06 -2.48 -3.84
H 3.30 4.72 -2.68
H 4.62 1.09 3.94
C 3.85 0.08 1.50
H 1.37 0.26 1.54
N 1.46 1.54 -2.96
C -0.62 -5.12 -5.40
C 2.81 3.80 -0.09
C -2.55 -2.96 1.88
C -1.41 -2.84 -5.28
H -0.94 -2.28 0.77
N -5.68 0.56 -0.10
N -0.67 -1.06 -3.77
H 0.92 4.43 -0.77
H -2.94 -4.20 0.13
H -0.58 -2.54 -5.93
O 2.84 1.31 4.92
H 3.88 2.97 5.46
C 1.47 5.42 1.16
H -3.40 -5.01 5.42
H -6.47 0.72 0.50
H -3.36 -2.49 -0.05
H -2.29 -4.93 2.71
H -1.88 -2.39 -1.88
H -0.65 -0.79 -2.79
N 1.66 0.66 2.43
O 3.65 4.81 -0.61
H 3.02 -0.72 3.30
*
```

(2)
Computed, not measured: a molecular structure, C18H54GaN2O6, with ωB97M-V with the def2-TZVPD basis set.

Structure (ORCA input):
```
! RIJCOSX wB97M-V def2-TZVPD def2/J DEFGRID3
* xyz -1 1
H -1.25 2.04 1.28
O -4.95 0.87 -1.07
O 5.05 -4.95 1.05
C -1.94 3.66 -1.62
H -3.04 2.91 2.33
H -2.41 4.27 -2.39
H 0.26 -8.61 1.57
O -2.52 3.93 -0.34
H 4.10 -2.67 -0.04
C 1.22 -2.28 5.02
C -6.21 0.38 -0.62
H 0.26 -0.97 2.93
H -6.23 -0.66 -0.94
H -0.02 3.60 -2.60
H -1.18 -4.37 2.91
H -7.35 1.11 -2.29
H -1.01 -0.51 0.82
H 5.98 -4.70 1.00
C 4.36 -3.88 1.71
C 4.48 -2.56 0.97
H 1.08 -6.31 0.96
H -2.16 0.47 -0.08
C -7.38 1.14 -1.20
H 3.32 -4.19 1.76
H 4.72 -3.78 2.74
C 0.39 -7.83 2.33
O 4.49 3.44 -5.44
H 4.87 1.43 -5.09
C -2.99 1.84 2.50
H 0.43 6.56 -5.86
N -2.48 -2.32 1.27
H 1.57 -6.05 2.63
C -3.02 -0.96 1.29
Ga -1.44 -2.79 2.84
H 0.54 4.95 -5.16
H -4.85 1.78 -0.76
N 0.33 -1.96 2.68
H 2.77 5.68 -6.02
O 0.33 6.39 -3.79
H 3.91 -1.79 1.48
H 6.02 2.72 -3.27
H 0.37 -2.80 5.45
H 0.57 7.30 -3.64
H 0.02 3.22 -0.86
H -6.25 0.39 0.47
C 2.38 6.05 -5.07
C -1.73 1.24 1.86
H -2.23 -2.22 4.16
H -3.46 -0.70 2.26
H 1.30 -3.64 3.37
H 0.73 -8.32 3.24
C -0.44 3.85 -1.62
C 0.87 5.98 -5.04
H 2.35 -2.24 3.20
C -1.94 0.06 0.92
H 3.32 2.07 -4.55
H -3.27 -2.96 1.24
H -1.02 0.98 2.65
H 1.08 -1.20 5.17
H -3.91 1.39 2.11
H -2.34 4.84 -0.11
H -0.18 4.89 -1.41
H -8.33 0.72 -0.87
H -7.35 2.19 -0.89
H 2.38 -7.29 1.65
H 4.83 1.61 -2.61
H -2.19 2.61 -1.82
C 1.42 -6.81 1.86
H 5.42 3.66 -5.53
H 2.80 5.44 -4.27
H -3.83 -0.88 0.55
H -1.16 -6.72 1.92
H 2.12 -2.58 5.56
H 4.46 3.33 -2.73
H 5.53 -2.25 0.91
O -0.84 -7.23 2.67
H -2.98 1.68 3.58
C 1.35 -2.56 3.52
C 4.96 2.50 -3.22
C 4.38 2.28 -4.61
H 2.72 7.08 -4.94
*
```

Number 1: LUMO 0.09553 Ha, HOMO-LUMO gap 0.29837 Ha. Number 2: LUMO 0.07439 Ha, HOMO-LUMO gap 0.21062 Ha.